(1)
The following is a quantum chemistry calculation of a cluster of 7 separate species, H14O7 in total at a distorted geometry, from the Open Molecules 2025 dataset.

Element x y z (Å)
1 H -2.7202 -1.5107 -2.0399
2 H -1.7822 -1.9635 2.9525
3 H 1.5389 3.1029 -1.9913
4 O 0.8664 -1.3975 1.6591
5 H 1.7662 -0.3300 -2.0511
6 H -0.5221 -1.2440 2.8467
7 O -1.2061 -1.4266 3.4943
8 H 1.1064 1.9926 -1.0692
9 H 0.4535 0.2347 -0.7743
10 O -1.1004 2.4233 1.6473
11 H -1.2247 3.1070 1.0019
12 O 0.8607 -0.4537 -2.2091
13 H 0.5337 0.0707 0.8162
14 H 0.5681 -2.3238 1.5286
15 H 0.6206 -1.3432 -1.9288
16 H 1.8010 -1.3605 1.5215
17 O -2.1048 -1.0409 -2.6121
18 O 0.4166 0.7330 0.0761
19 H -1.2720 -1.4367 -2.5480
20 H -0.4493 1.8364 1.2348
21 O 1.8497 2.3304 -1.5552

Computed properties:
E_HOMO = -10.4428 eV
SMILES = O.O.O.O.O.O.O
Kohn-Sham gap = 9.89 eV
Energy above the lowest of the compared OMol25 structures with the same formula, charge and spin = 53.7 kcal/mol
Energy = -14559.1326 eV
2S+1 = 1

(2)
The following is a quantum chemistry calculation of the molecule C2H4O2S2 at a distorted geometry, from the Open Molecules 2025 dataset.

Element x y z (Å)
1 O 1.9281 -0.8616 -0.7960
2 C -0.4591 -0.0157 -0.1134
3 S 0.9448 0.4153 -1.0799
4 H -1.4861 1.6496 0.7614
5 O -0.4540 -1.0531 0.5028
6 S 2.7506 -1.2006 0.7194
7 H -1.1272 1.7011 -0.8596
8 H 1.9734 -2.0557 1.4146
9 C -1.5708 1.0156 -0.1763
10 H -2.4996 0.4052 -0.3730

Computed properties:
E_HOMO = -9.5597 eV
SMILES = CC(=O)SOS
Kohn-Sham gap = 9.32 eV
Energy above the lowest of the compared OMol25 structures with the same formula, charge and spin = 49.1 kcal/mol
Energy = -27902.2077 eV
2S+1 = 1

(3)
The following is a quantum chemistry calculation of the molecule C9H6BNO2S at a distorted geometry, from the Open Molecules 2025 dataset.

Element x y z (Å)
1 H 0.9370 2.3109 -2.6069
2 C -1.9779 -0.9753 1.1684
3 C 1.9834 0.3353 1.5347
4 C 0.6782 -0.1178 1.4242
5 C 3.1800 0.7253 1.2632
6 H -3.0020 -1.2042 0.9873
7 C -1.0051 -1.3519 0.2122
8 C 1.0489 -0.4399 -2.1470
9 H -1.5104 0.6250 -3.8575
10 S 1.5645 -1.2486 -0.8494
11 H -2.1663 0.1737 3.0238
12 O 0.1731 1.8181 -2.8138
13 O -1.1190 -0.1035 -3.4381
14 N 4.2353 1.2627 1.0679
15 C -1.5425 -0.2776 2.3105
16 H -1.4023 -1.8940 -0.7251
17 C 0.2522 -0.9531 0.3568
18 B 0.0479 0.4158 -2.8229
19 C -0.2649 0.1432 2.5059
20 H -0.1104 0.7558 3.4055

Computed properties:
E_HOMO (spin up / spin down) = -8.4996 / -8.2710 eV
Kohn-Sham gap (spin up / spin down) = 6.35 / 6.16 eV
Energy = -26522.8431 eV
2S+1 = 1

(4)
The following is a quantum chemistry calculation of a cluster of 2 separate species, C23H27FNO2S in total at a distorted geometry, from the Open Molecules 2025 dataset.

Element x y z (Å)
1 H -5.5774 0.1325 -0.1680
2 N 1.9016 -0.4597 1.4804
3 H -2.1782 -4.0896 -3.0578
4 H -5.2579 2.6456 0.6700
5 C -1.5882 -2.7413 -0.2999
6 H 4.5978 2.7870 1.2532
7 H -3.4561 -0.8967 -1.4798
8 S 2.6083 -3.2299 -0.0138
9 O -4.8549 1.3659 -1.6904
10 H 1.7080 2.2310 0.2258
11 C 3.6442 -1.7280 -0.0612
12 H 1.4141 3.2284 3.1238
13 H -5.3979 2.1532 -1.4592
14 H -1.6256 0.2360 2.8237
15 H -2.6937 -4.6745 -0.7308
16 C -2.7473 -3.2764 -2.5215
17 C 5.3183 0.6508 -0.2178
18 C -1.1223 0.6114 1.8697
19 C 2.6690 2.8483 0.1765
20 H -1.9809 1.0548 1.2587
21 C 0.6671 2.5148 2.6814
22 C -4.4461 1.8476 0.7056
23 C -0.6296 -0.6591 1.0850
24 H -3.7915 -3.1482 -2.9290
25 H 2.3620 3.8842 0.5398
26 C -0.1916 -3.2699 -0.4573
27 H 3.0805 1.7646 -1.7913
28 H 3.2748 2.0565 2.2534
29 C 3.1454 2.8076 -1.3340
30 H -3.4525 2.3984 0.5216
31 F -6.7040 2.3320 1.9077
32 C 4.9136 -1.7945 -0.8360
33 H -2.4080 0.3988 -0.7512
34 C 4.0116 0.7159 0.5643
35 H -4.3723 1.4034 1.7500
36 C -0.1092 1.7598 2.1010
37 C -4.6335 0.7217 -0.3944
38 H -2.1949 -2.2884 -2.6533
39 C 3.1249 -0.5182 0.6883
40 C -3.3602 -0.2026 -0.5768
41 O -3.1135 -1.0219 0.6250
42 H 2.4432 3.4479 -1.9663
43 C -2.7754 -3.5622 -0.9252
44 H 2.0567 -0.6723 2.4707
45 H 6.8021 -0.5715 -1.4602
46 C 3.6745 2.1120 1.2011
47 H -0.0167 -4.2452 -0.9939
48 C 5.8109 -0.5758 -0.9120
49 C -1.7671 -1.4686 0.4574
50 H 5.2646 -2.7218 -1.3876
51 C 0.7692 -1.1821 0.9148
52 H -3.7712 -3.1976 -0.5370
53 C 0.9176 -2.4929 0.1604
54 H 4.1975 3.2064 -1.4453
55 H 5.9651 1.5738 -0.2624

Computed properties:
E_HOMO = -3.8338 eV
Kohn-Sham gap = 6.05 eV
Total charge = -1
Energy = -43419.9136 eV
2S+1 = 1

(5)
The following is a quantum chemistry calculation of a structure of composition C45H77BIN6Pb, from the Open Molecules 2025 dataset.

Element x y z (Å)
1 C 3.9398 -3.3385 -0.8620
2 H -3.0464 1.4478 -3.8300
3 C 2.8689 -1.3049 2.7830
4 H -0.3169 4.0424 2.8752
5 C 0.9080 3.8129 -2.4125
6 H 5.9997 -1.6341 1.0276
7 C -3.1649 1.0721 3.3408
8 H -5.9435 0.6284 3.3487
9 H 2.2124 -1.6659 5.4705
10 C 1.7374 -2.1534 2.7796
11 H 4.8361 -2.8083 -0.5740
12 H 1.1998 0.5225 2.9714
13 H 2.4509 3.9508 -3.9189
14 H -0.9413 1.9605 -4.7271
15 H 6.4956 -0.0145 0.5587
16 Pb -0.8705 -0.3317 1.0568
17 C 1.0772 -2.7551 3.9799
18 H 3.8239 -4.1874 -0.1938
19 C 2.4894 -1.9603 0.6207
20 C -4.0326 1.8534 -3.6344
21 H 0.6913 -2.3101 6.0595
22 N 0.1764 1.6444 0.4353
23 H 0.7367 -0.8480 -6.2078
24 H 5.7342 1.2149 2.3171
25 C -4.2329 1.4643 2.3289
26 C 0.7765 1.4649 3.3188
27 C 3.3458 -1.1232 1.5044
28 C 1.8495 -4.0547 4.2850
29 H 1.2405 4.8008 2.5470
30 C 1.3391 3.4985 0.0856
31 C -1.4848 -1.9604 -3.0981
32 H 4.1723 0.9779 3.0811
33 H -1.6505 -2.8823 0.9308
34 C 0.9570 2.5534 1.0332
35 H 3.2818 -0.8952 3.6813
36 H 1.4145 -4.5409 5.1540
37 H -0.8608 -3.4802 4.6138
38 C -0.3909 -3.1034 3.7092
39 C -4.4151 2.2893 -0.0750
40 N -1.3791 -0.9558 -1.1313
41 H -3.6713 4.6236 -3.7211
42 H -3.1935 4.8315 -2.0367
43 H -4.6017 2.4618 2.5998
44 N 0.0050 2.0116 -0.8590
45 H 2.5551 2.4874 -2.9382
46 H -2.7020 0.1243 3.0597
47 C -2.4209 -3.2489 -1.0716
48 H 3.0616 4.0355 -2.2666
49 C 2.6892 -2.4427 -0.7978
50 C -4.0043 2.8821 -2.5012
51 C 3.9011 1.0485 0.3862
52 C -0.6143 -0.1906 -4.6599
53 H -5.0379 3.2127 -2.3406
54 C -5.4236 0.5026 2.4031
55 H 0.9503 4.0315 4.1070
56 H -4.6950 1.0308 -3.3750
57 H 1.0622 1.6028 4.3591
58 H 1.9849 4.3382 0.2432
59 C 0.7227 3.1284 -1.0975
60 H -0.9416 -2.2202 3.3828
61 C -1.7088 -2.1076 -1.7358
62 H 2.8953 1.2972 0.7026
63 C 0.4997 -1.1147 -5.1811
64 H 3.8769 0.8261 -0.6736
65 H 3.7524 -0.7849 -1.7163
66 H -2.5508 -4.3866 0.7417
67 C 0.6595 5.3180 -2.2863
68 N -1.0065 -0.0569 -2.0830
69 C 1.2962 2.6321 2.4908
70 H 0.2043 3.4022 -3.1356
71 H 0.5731 -2.7987 -1.1995
72 H 4.0717 -3.7177 -1.8735
73 H 2.3883 2.6577 2.5801
74 H 2.7427 -1.6939 -2.8198
75 C -4.3714 -2.4229 2.0507
76 H -3.4360 -2.8718 -0.8749
77 H -1.6420 -2.7004 -3.8526
78 H 1.6796 -3.6118 -2.2923
79 H -5.0894 -0.5415 2.3375
80 H -1.2788 2.0855 -2.6574
81 C 4.4515 -0.1250 1.2187
82 C -3.7308 1.6028 0.9227
83 H -2.4000 1.8401 3.4112
84 C -1.8374 -3.7202 0.2592
85 H 1.3907 5.7802 -1.6268
86 H -0.4731 -3.8706 2.9434
87 H -0.3097 1.4234 3.2738
88 H -0.9152 -4.2712 0.1001
89 H -4.4048 2.3223 -4.5415
90 H 0.7705 -3.2208 1.1289
91 H -6.1235 0.6923 1.5950
92 H -5.3746 2.7540 0.0167
93 H 5.4165 -0.2876 3.1647
94 H 0.2016 -2.1560 -5.1708
95 H 0.6922 -0.8833 5.0207
96 C -3.2026 4.1341 -2.8710
97 C 1.5198 -3.3246 -1.2566
98 C 4.9673 0.4769 2.5372
99 H 1.8079 -4.7368 3.4401
100 C 5.6769 -0.7286 0.5196
101 H 0.7404 5.7855 -3.2646
102 H 5.4865 -0.9487 -0.5253
103 B -1.1639 1.4416 -1.6965
104 H 1.4681 -4.2362 -0.6683
105 H 4.5279 1.9252 0.5202
106 C -2.5352 -4.4541 -2.0056
107 H -4.1925 -2.0707 1.0538
108 C -0.1315 1.2450 -4.8191
109 H 1.9886 -0.5902 -1.6707
110 H 2.8923 -3.8343 4.4944
111 H -3.5707 -2.4193 2.7648
112 C 0.7553 3.9607 3.0392
113 H 0.6442 1.4669 -4.0931
114 C 2.8046 -1.2980 -1.8088
115 C 1.4861 -2.4831 1.4259
116 H -3.0494 -5.2564 -1.4816
117 H -3.6116 0.9499 4.3238
118 H 1.3989 -0.9972 -4.5825
119 N -2.4723 1.6027 -0.8630
120 C 1.1745 -1.8401 5.2061
121 H -2.1783 3.8982 -3.1356
122 H -3.1064 -4.2129 -2.8969
123 I -5.7307 -3.9568 2.2563
124 N -2.5713 1.1737 0.4203
125 H -1.5497 -4.8103 -2.2995
126 C 2.3340 3.5523 -2.9152
127 C -3.5975 2.2709 -1.1921
128 H -1.4895 -0.3349 -5.3062
129 H -0.3328 5.5127 -1.8882
130 H 0.2817 1.3646 -5.8180
131 C -1.0302 -0.6597 -3.2900

Computed properties:
E_HOMO (spin up / spin down) = -10.4397 / -10.2845 eV
Kohn-Sham gap (spin up / spin down) = 6.89 / 7.63 eV
Total charge = +1
Energy = -70876.1453 eV
2S+1 = 1

(6)
The following is a quantum chemistry calculation of a structure of composition C22H47AsO9RbSi, from the Open Molecules 2025 dataset.

Element x y z (Å)
1 H -2.9159 -2.1555 -6.0391
2 Si 1.9893 -0.2249 2.0746
3 H 5.6844 0.9137 1.1209
4 O 1.8240 -1.8859 2.2080
5 H 1.2817 -4.3877 2.4701
6 H 3.5376 2.2410 0.9148
7 C 3.5878 2.4238 1.9879
8 H -0.0487 2.0337 -5.3177
9 H 3.3082 -1.5881 -0.0768
10 O -1.5275 3.2058 -2.7952
11 C 1.4574 -4.0811 1.4371
12 H -4.0172 -1.7486 1.0414
13 H -1.9870 -2.5270 -3.1255
14 C -1.4454 3.7041 -1.6480
15 H -2.0976 -0.0519 2.8924
16 H -1.5809 1.3267 4.9522
17 H -0.8084 2.1253 -6.9134
18 H 0.1126 1.5141 5.4576
19 H 4.2346 -4.0812 1.4595
20 H 6.1552 0.2261 2.6832
21 O 3.6022 0.0215 2.4369
22 Rb 0.2745 1.4332 -1.2910
23 C -1.3148 0.3269 -5.7877
24 H -1.7340 2.4389 -5.4357
25 H -3.9592 -2.2843 -4.6242
26 H 6.2851 1.9791 2.4116
27 C -3.2842 -0.2296 0.2316
28 H -2.2071 0.1018 -6.3732
29 H 3.6030 -3.6135 3.0560
30 C -0.9581 1.8133 -5.8769
31 H -3.0148 -3.6748 -5.1515
32 H 0.5017 -3.7921 0.9946
33 H -3.3480 1.6108 1.2903
34 H 3.0300 -3.2594 -0.6285
35 C -4.2899 0.6751 -4.7683
36 H 4.7780 2.4079 4.4638
37 C -3.4335 1.2717 0.2496
38 H 0.0644 -1.9545 4.0929
39 C -0.2744 -1.0888 4.6641
40 H -0.4517 2.2902 3.9704
41 H -0.5031 -0.2900 -6.1817
42 C 4.2586 1.2492 2.7004
43 C -1.8485 -2.1436 -4.1391
44 C 4.2516 1.4843 4.2103
45 H -3.8169 -0.3044 -2.8832
46 O -2.5044 -0.8666 -0.4182
47 H -3.8877 1.4615 -5.4062
48 C -2.9975 -2.5872 -5.0401
49 C -2.5692 3.2628 -0.6738
50 O -0.5348 4.3970 -1.1570
51 H 4.4105 -2.4058 2.0467
52 O -2.4710 1.8376 -0.5737
53 H -0.9382 0.9063 1.9248
54 H 1.6744 -2.1102 -0.4675
55 C -0.5500 1.4020 4.5973
56 As -1.5440 -0.2060 -3.9070
57 H -0.8990 -2.5495 -4.4959
58 C -3.3811 0.4290 -3.5674
59 H -1.3064 -1.2444 4.9890
60 C -0.1520 0.1640 3.7982
61 H 1.8671 -4.9264 0.8791
62 H -4.4237 -0.2159 -5.3816
63 C 3.7571 -3.2791 2.0283
64 H -3.5537 3.5375 -1.0729
65 O -4.1848 -0.7948 1.0660
66 H 0.3642 -0.9861 5.5439
67 H -2.4249 3.7160 0.3105
68 H -4.4527 1.5089 -0.0901
69 C 2.6218 -2.4359 -0.0370
70 O 1.2098 0.3316 3.4487
71 C 2.4148 -2.8923 1.4077
72 H -5.2803 1.0011 -4.4395
73 C -1.0553 0.0332 2.5700
74 H 3.2186 1.5461 4.5565
75 H 2.5654 2.5553 2.3469
76 H -0.7835 -0.8470 1.9832
77 H 4.7352 0.6467 4.7168
78 C 5.6909 1.0872 2.1989
79 H 4.1524 3.3404 2.1767
80 H -3.2305 1.3517 -3.0056
81 O 1.4876 0.3795 0.7285

Computed properties:
E_HOMO = -5.8081 eV
Kohn-Sham gap = 7.89 eV
Energy above the lowest of the compared OMol25 structures with the same formula, charge and spin = 11.1 kcal/mol
Total charge = -1
Energy = -111384.8332 eV
2S+1 = 1